Molecular formula: C37H51CaCl3N6O5S3Si
Method: DFT, ωB97M-V/def2-TZVPD

Structure (XYZ):
```
107
C37H51CaCl3N6O5S3Si, DFT ωB97M-V/def2-TZVPD
Ca 0.642 -0.105 -0.016
Cl -0.703 1.733 6.963
Cl 3.026 0.094 8.513
Cl -2.113 -1.384 8.797
S 2.824 -1.895 0.730
S 1.791 0.071 -2.525
S -3.399 2.341 8.042
Si 3.263 -2.520 -4.455
O -0.577 2.469 -1.370
O 2.100 1.606 1.483
O -0.999 1.058 1.041
O -2.826 -1.825 5.816
O -1.725 0.036 -1.357
N -1.489 -1.863 1.709
N -0.393 2.553 -3.635
N 0.359 -1.890 -1.499
N 2.198 -3.064 3.236
N -1.778 -2.983 3.593
N -3.070 1.627 1.649
C -2.509 2.218 2.861
C -0.802 1.996 -2.477
C 1.115 -3.847 -3.249
C 2.893 2.689 1.007
C 1.754 -2.615 -3.322
C 0.104 -4.102 -2.326
C -0.536 -1.996 6.655
C 4.441 -1.114 -4.175
C -2.492 -0.524 5.356
C -4.465 0.511 6.623
C -4.502 1.384 1.611
C 0.694 -1.956 6.009
C -0.203 -3.100 -1.438
C -2.203 1.062 0.795
C 2.042 1.598 2.907
C -0.619 -1.378 7.905
C -4.781 1.459 7.540
C 1.274 -1.609 -2.451
C -0.502 1.856 -4.906
C 2.672 -2.522 -6.227
C -3.020 -2.860 3.020
C 1.666 -0.715 7.798
C 1.210 0.436 3.386
C 4.217 -4.099 -4.144
C -1.500 -3.623 4.869
C 1.798 -1.326 6.567
C 0.461 -0.736 8.481
C -2.753 0.455 -0.492
C -2.828 -2.162 1.867
C -1.595 0.702 -2.596
C -3.071 0.480 6.299
C -2.392 1.417 7.007
C 2.455 -2.584 2.206
C 0.542 3.662 -3.588
C -0.898 -2.369 2.768
C 2.838 2.735 -0.499
C -1.747 -2.702 6.084
H 5.329 -1.287 -4.791
H -3.306 2.734 3.393
H -1.724 2.924 2.599
H 2.516 3.622 1.441
H 1.422 -4.647 -3.916
H 3.520 -2.559 -6.917
H -4.848 1.230 0.592
H 2.741 -1.322 6.036
H -1.045 0.011 -3.232
H -1.460 1.353 -5.007
H -3.901 -3.271 3.481
H -1.414 -0.387 5.249
H 0.541 4.085 -2.589
H -2.186 -4.464 4.945
H -0.913 -3.250 -0.632
H 0.185 0.514 3.016
H 3.362 3.621 -0.863
H 1.802 2.784 -0.840
H -3.331 -0.432 -0.229
H -3.422 1.170 -0.979
H -4.771 0.507 2.207
H 3.622 -4.994 -4.338
H 4.010 -0.147 -4.428
H -0.490 -4.028 4.854
H 0.302 1.123 -5.024
H 1.179 0.423 4.476
H -5.182 -0.172 6.187
H 0.247 4.426 -4.308
H 2.041 -3.393 -6.422
H 0.849 -2.434 5.052
H 4.748 -1.074 -3.127
H -2.577 0.888 -3.044
H 4.550 -4.140 -3.104
H 1.551 3.315 -3.828
H 3.062 1.534 3.301
H 3.921 2.550 1.359
H 5.101 -4.143 -4.786
H -2.075 1.459 3.515
H 2.088 -1.626 -6.456
H -5.024 2.251 2.011
H 0.363 -0.261 9.446
H -2.942 -0.407 4.364
H 1.649 -0.507 3.059
H 3.305 1.852 -0.937
H -2.135 -3.345 6.876
H 1.612 2.549 3.246
H 0.169 -2.384 2.946
H -0.432 2.590 -5.707
H -0.386 -5.064 -2.270
H -3.570 -1.904 1.130
H -5.748 1.686 7.962
```

The LUMO energy comes out at 0.20 eV. The calculation puts the energy above the lowest of the compared OMol25 structures with the same formula, charge and spin at 0.0 kJ/mol. The HOMO-LUMO gap is 0.274 Eh.